No. 1
# C3H13NO2

A 3-piece molecular cluster, C3H13NO2 overall (ωB97M-V/def2-TZVPD, the Open Molecules 2025 dataset).

```
! wB97M-V def2-TZVPD RIJCOSX def2/J DEFGRID3
* xyz 1 2
C -1.19602 2.02664 -0.70795
C 0.12895 1.20737 -0.42711
C 0.30966 0.83525 1.03421
N 0.19702 0.01787 -1.22615
H -1.51288 1.89950 -1.74929
H -1.95595 1.64118 -0.02308
H -1.14848 3.07183 -0.42885
H 0.87235 1.96206 -0.71960
H 1.33307 0.48103 1.20168
H 0.42284 1.65135 1.75550
H -0.47729 0.12811 1.29277
H 0.08851 0.01241 -2.23810
H -0.21139 -0.81860 -0.76777
H -0.10211 -2.82920 0.49222
H 0.04688 -3.41580 -0.86300
O -0.58353 -2.85910 -0.35950
H 0.78453 -1.73214 1.87522
H 1.53116 -1.29730 0.60269
O 1.47269 -1.98246 1.25613
*
```

Summary:
ΔE to the lowest compared entry with this formula, charge and spin (kJ/mol): 61.58
Total energy (a.u.): -326.9906
<S²>: 0.75

---

No. 2
# C3H13NO2S

A 3-piece molecular cluster, C3H13NO2S overall (ωB97M-V/def2-TZVPD, the Open Molecules 2025 dataset).

```
! wB97M-V def2-TZVPD RIJCOSX def2/J DEFGRID3
* xyz 0 1
N -0.85303 -1.35033 -0.73831
C -1.21066 -0.71583 0.53604
C -0.27812 0.47150 0.79072
C -0.35258 0.95102 2.23380
S 0.76939 2.39921 2.50354
H -1.66426 -1.78422 -1.16945
H -0.16312 -2.07685 -0.60234
H -2.25916 -0.42332 0.50914
H -1.14993 -1.41249 1.37979
H 0.72093 0.14822 0.51573
H -0.59303 1.27617 0.12620
H -0.01996 0.14581 2.87805
H -1.34767 1.33532 2.42926
H 0.87028 2.67842 1.19794
O 2.23277 -1.06235 -1.23439
H 1.99210 -0.65632 -2.08494
H 3.08679 -0.74208 -0.93462
O 0.46309 0.34152 -2.89355
H 0.10989 -0.25338 -2.20535
H -0.35372 0.72998 -3.23726
*
```

Summary:
ΔE to the lowest compared entry with this formula, charge and spin (kJ/mol): 15.72
SMILES: NCCCS.O.O
Total energy (a.u.): -725.5154

---

No. 3
# C3H13NO2S

A 3-piece molecular cluster, C3H13NO2S overall (ωB97M-V/def2-TZVPD, the Open Molecules 2025 dataset).

```
! wB97M-V def2-TZVPD RIJCOSX def2/J DEFGRID3
* xyz 0 1
C 0.93519 -1.83739 -0.80047
N 1.20959 -0.38976 -0.78975
C 0.08879 0.30974 -0.21549
C 0.13422 1.86140 -0.39149
S -1.41540 2.90238 -0.38981
H 0.94624 -2.18183 -1.85085
H 1.79861 -2.38407 -0.41428
H 0.03039 -2.19361 -0.31644
H 1.14739 -0.02168 -1.74655
H -0.07657 0.15928 0.86307
H -0.93900 0.14653 -0.57773
H 0.70522 2.03027 -1.33321
H 0.57147 2.21125 0.52751
H -1.67819 2.65893 0.90985
O -1.74500 -5.21818 0.64524
H -2.52691 -4.67714 0.57537
H -1.46857 -5.43764 -0.25053
O 2.24336 0.56497 1.86499
H 2.08025 0.34098 0.93369
H 3.04089 0.04062 1.95349
*
```

Summary:
ΔE to the lowest compared entry with this formula, charge and spin (kJ/mol): 145.49
SMILES: CNCCS.O.O
Total energy (a.u.): -725.4660

---

No. 4
# C3H13NO2S

A 3-piece molecular cluster, C3H13NO2S overall (ωB97M-V/def2-TZVPD, the Open Molecules 2025 dataset).

```
! wB97M-V def2-TZVPD RIJCOSX def2/J DEFGRID3
* xyz 0 1
C 0.03336 2.02726 -1.26566
C -0.17440 0.49628 -1.06565
N -1.05494 0.05420 -2.12402
C 1.15522 -0.13342 -0.91574
S 0.91674 -1.93978 -0.51552
H 0.27700 2.57403 -0.21748
H -0.95402 2.57815 -1.58598
H 0.74688 2.29668 -2.07902
H -0.61725 0.45612 0.03706
H -0.48737 0.14368 -2.99136
H -1.22768 -0.92726 -2.00900
H 1.65790 -0.09555 -1.87973
H 1.76458 0.40472 -0.10751
H -0.47585 -2.07007 -0.42653
O -0.41100 2.97628 2.90031
H -0.96935 2.66196 2.25656
H -0.38927 4.03835 2.87904
O -1.02366 -2.03251 2.60927
H -0.42342 -2.19260 1.83407
H -0.79319 -1.10187 2.81203
*
```

Summary:
ΔE to the lowest compared entry with this formula, charge and spin (kJ/mol): 154.30
SMILES: C[C@@H](N)CS.O.O
Total energy (a.u.): -725.4626

---

No. 5
# C3H13NO2S2

A 3-piece molecular cluster, C3H13NO2S2 overall (ωB97M-V/def2-TZVPD, the Open Molecules 2025 dataset).

```
! wB97M-V def2-TZVPD RIJCOSX def2/J DEFGRID3
* xyz 0 1
C 1.27781 3.48286 -0.22770
S 0.80481 2.00069 0.79312
S 1.22622 0.48792 -0.41971
C -0.07908 0.33487 -1.71098
C -1.48355 0.21771 -1.08334
N -1.86242 -1.13391 -0.78605
H 0.67325 3.47291 -1.12204
H 1.02191 4.33644 0.40706
H 2.35963 3.49218 -0.24650
H 0.09576 -0.65119 -2.13727
H 0.08028 1.13012 -2.43240
H -2.26621 0.69687 -1.68426
H -1.54438 0.79957 -0.15753
H -1.80504 -1.79168 -1.55735
H -1.66026 -1.58579 0.08029
O 0.18190 -0.75554 4.03348
H 0.40360 -1.55727 3.56055
H -0.75953 -0.69383 4.22704
O 0.82437 -3.85159 0.24391
H 1.72953 -3.74606 0.46372
H 0.78142 -4.68528 -0.24403
*
```

Summary:
ΔE to the lowest compared entry with this formula, charge and spin (kJ/mol): 82.38
SMILES: CSSCCN.O.O
Total energy (a.u.): -1123.6829

---

No. 6
# C3H13NO3

A 4-piece molecular cluster, C3H13NO3 overall (ωB97M-V/def2-TZVPD, the Open Molecules 2025 dataset).

```
! wB97M-V def2-TZVPD RIJCOSX def2/J DEFGRID3
* xyz 0 1
C 0.91946 1.91965 0.63365
C 0.94888 0.75130 -0.05953
C 0.64320 0.61148 -1.49459
N 0.05624 -0.70263 -1.77170
H 0.54417 2.06034 1.63235
H 1.26213 2.85636 0.24542
H 0.73863 -0.20784 0.49045
H 0.11702 1.38164 -1.91639
H 1.67179 0.69593 -2.02932
H -0.53301 -0.79077 -2.68510
H 0.83566 -1.42923 -1.79850
O 3.23731 -1.01629 1.33032
H 4.01484 -0.80573 1.96539
H 3.07968 -0.18271 0.84688
O -3.61150 -0.20245 2.06835
H -3.28498 0.70069 2.10057
H -4.09540 -0.17311 1.22203
O -2.58053 -1.81308 -0.16384
H -1.89483 -2.42854 0.10512
H -2.06877 -1.22502 -0.72157
*
```

Summary:
ΔE to the lowest compared entry with this formula, charge and spin (kJ/mol): 239.10
SMILES: C=CCN.O.O.O
Total energy (a.u.): -402.4894